Here is an isolated ion of composition C4H8NO and charge +1 from OMol25. Energies are from ωB97M-V/def2-TZVPD.

Values from the calculation:
Net charge   +1
Gap between HOMO and LUMO (alpha / beta)   9.699 / 9.700 eV
Multiplicity   1
Highest occupied orbital energy (alpha / beta)   -0.631 / -0.631 Eh
SMILES string   C[C@@H]1CC[N+]1=O
E_LUMO (alpha / beta)   -7.5 / -7.5 eV

Geometry as XYZ:
```
14
Properties=species:S:1:pos:R:3:forces:R:3:mulliken_charge:R:1
C -0.01055 -1.35667 -1.27348 -1.4 1.2 1.8 -1.1433
C 0.24572 -0.64963 0.12446 -1.4 -0.9 -0.4 0.0965
C -0.84802 0.20990 0.78972 -3.0 0.5 1.7 -0.4778
C 0.09111 1.42457 0.68298 -0.9 1.4 3.2 -0.4166
N 0.94789 0.56113 -0.00370 8.0 1.9 -4.2 0.6316
O 2.02627 0.76436 -0.62041 -4.6 -0.6 2.6 -0.3053
H 0.86314 -2.00285 -1.48001 -1.0 0.3 -0.5 0.3648
H -0.33882 -0.57265 -1.98872 1.2 -0.3 0.0 0.3689
H -1.03642 -1.76657 -1.10101 1.2 -1.0 -0.1 0.3611
H 0.76193 -1.24159 0.86625 0.3 -0.6 0.0 0.3436
H -1.17684 0.07123 1.88779 0.7 -0.5 -1.9 0.2895
H -1.78432 0.30200 0.15924 1.2 0.0 0.7 0.2779
H -0.27121 2.35007 0.28711 0.0 0.4 -1.4 0.2960
H 0.53014 1.90670 1.66976 -0.3 -1.6 -1.6 0.3132
```
Positions in Å, forces in eV/Å.